Version A
DFT (ωB97M-V/def2-TZVPD) results for a cluster of 2 separate species, C16H17N in total.

The geometry in XYZ format:
```
34
C16H17N ωB97M-V/def2-TZVPD
C -0.96721 -1.50851 3.57709
C -1.16542 -0.51281 2.53409
C -2.27526 -0.63762 1.66385
N -2.30079 0.25206 0.64703
C -1.01330 0.89967 0.74784
C -0.62980 2.09614 0.00604
C 0.20205 2.92534 0.62296
C 0.68432 2.71106 1.93387
C 0.35906 1.54652 2.61848
C -0.42500 0.56070 2.00169
H -1.95443 -1.66682 4.03707
H -0.09320 -1.29097 3.96834
H -0.87285 -2.55747 3.15011
H -3.12634 -1.42870 1.76692
H -3.00468 0.26290 -0.12139
H -1.31973 2.32239 -0.95133
H 0.45257 3.84587 0.04735
H 1.20816 3.47836 2.50339
H 0.52099 1.32786 3.78974
C -0.16146 0.30284 -3.62923
C 0.59944 -0.46004 -2.63505
C 2.03667 -0.19568 -2.64287
C 2.92608 -1.10770 -2.04261
C 2.25295 -2.01337 -1.14995
C 0.91392 -2.15858 -1.06031
C 0.05656 -1.29112 -1.73811
H -0.54884 1.42538 -3.20654
H -1.14156 -0.27467 -3.77071
H 0.31142 0.63225 -4.59371
H 2.22395 0.61967 -3.28583
H 4.01909 -1.17405 -2.09246
H 2.90796 -2.56012 -0.66214
H 0.42084 -2.90508 -0.52776
H -1.09620 -1.46569 -1.50586
```

Computed properties:
- SMILES string = Cc1c[nH]c2ccccc12.Cc1ccccc1
- orbital gap (Ha) = 0.3024
- E_HOMO (eV) = -7.5

---

Version B
DFT (ωB97M-V/def2-TZVPD) results for a cluster of 2 separate species, C16H17N in total.

The geometry in XYZ format:
```
34
C16H17N ωB97M-V/def2-TZVPD
C 1.22694 3.32015 -1.38899
C 1.55214 2.97023 0.03468
C 1.55057 3.76435 1.12803
N 1.58099 2.98626 2.32167
C 1.73024 1.64028 1.88476
C 1.81556 0.51535 2.65826
C 1.77101 -0.72512 2.03682
C 1.50695 -0.85837 0.66519
C 1.56833 0.33334 -0.06677
C 1.68846 1.60545 0.48844
H 0.26357 2.92895 -1.70754
H 2.15690 3.04382 -1.90555
H 1.00432 4.37782 -1.62320
H 1.36808 4.79669 1.33497
H 1.97757 3.27283 3.19773
H 1.70973 0.44503 3.72468
H 1.65313 -1.61484 2.67082
H 1.18448 -1.78908 0.21782
H 1.33406 0.42797 -1.13855
C -2.59011 -2.71229 1.00272
C -2.29289 -2.29457 -0.38950
C -2.97807 -1.31660 -1.12085
C -2.82467 -1.18112 -2.48312
C -1.96394 -2.04157 -3.17834
C -1.26486 -3.02137 -2.48519
C -1.36209 -3.07080 -1.09629
H -3.59402 -2.51800 1.34225
H -1.81312 -2.27631 1.64159
H -2.61715 -3.78356 1.25521
H -3.67509 -0.70149 -0.55797
H -3.28866 -0.44685 -3.11821
H -1.85926 -2.02261 -4.25561
H -0.53564 -3.64949 -2.98156
H -0.77126 -3.82923 -0.57157
```

Computed properties:
- SMILES string = Cc1c[nH]c2ccccc12.Cc1ccccc1
- orbital gap (Ha) = 0.3234
- E_HOMO (eV) = -7.9

---

Which one is most stable, and which one is least stable? version B is the most stable of them, while version A is the least stable.

---

Version A
DFT (ωB97M-V/def2-TZVPD) results for a cluster of 11 separate species, C11H44O11 in total.

The geometry in XYZ format:
```
66
C11H44O11 ωB97M-V/def2-TZVPD
C -30.69136 18.19460 -22.55260
O -30.58301 16.82004 -22.86777
H -30.36401 18.76758 -23.42015
H -31.71860 18.44282 -22.28563
H -30.11174 18.49474 -21.67964
H -31.17302 16.58439 -23.58747
C -27.13954 14.39903 -20.07863
O -27.07088 15.11719 -21.26398
H -27.74831 13.50471 -20.21160
H -26.14492 14.20026 -19.67948
H -27.68127 14.95596 -19.31412
H -27.91759 15.33293 -21.66166
C -26.28230 19.95168 -19.66419
O -26.95464 21.17075 -20.03568
H -26.99456 19.22408 -19.27510
H -25.81315 19.57705 -20.57396
H -25.57571 20.12744 -18.85308
H -26.31167 21.85382 -20.23965
C -32.03482 22.51567 -19.73020
O -30.96235 22.34935 -18.78215
H -31.92476 23.28033 -20.49915
H -32.26631 21.54977 -20.17913
H -32.97901 22.82970 -19.28526
H -30.14628 22.18302 -19.25960
C -24.28112 25.63806 -18.93962
O -24.48287 24.95180 -20.13800
H -24.47937 24.90201 -18.16051
H -23.24660 25.94250 -18.78095
H -24.86868 26.54695 -18.81009
H -23.97702 25.43313 -20.79681
C -24.52937 15.66020 -15.08678
O -23.73961 16.77636 -15.36974
H -24.99921 15.71956 -14.10503
H -25.29855 15.58452 -15.85537
H -23.84886 14.81062 -15.14350
H -24.23915 17.54868 -15.09482
C -24.17777 23.33742 -25.48990
O -24.55007 22.93890 -26.74167
H -23.10433 23.21612 -25.34456
H -24.36102 24.40502 -25.36849
H -24.72062 22.86344 -24.67212
H -24.65054 21.98498 -26.70244
C -26.10602 18.44707 -25.84753
O -25.43521 18.87632 -27.01156
H -25.71272 18.86724 -24.92186
H -27.16819 18.69045 -25.87337
H -26.08043 17.35738 -25.84459
H -25.81062 18.44419 -27.78222
C -31.66530 16.37519 -17.23220
O -31.53463 15.15789 -16.54117
H -31.51030 16.24738 -18.30353
H -32.64052 16.78395 -16.96771
H -30.89291 17.09965 -16.97400
H -31.85708 15.24911 -15.64156
C -20.88719 21.59042 -20.45160
O -20.46121 20.40218 -21.13562
H -21.48544 22.22876 -21.10177
H -21.55645 21.21020 -19.67983
H -20.03927 22.14621 -20.05133
H -20.02749 19.83954 -20.48992
C -28.20141 27.49878 -21.50112
O -28.93705 28.07310 -22.60610
H -28.47091 27.89311 -20.52134
H -28.35034 26.42492 -21.38828
H -27.15409 27.60846 -21.78254
H -28.75477 29.01372 -22.54602
```

Computed properties:
- SMILES string = CO.CO.CO.CO.CO.CO.CO.CO.CO.CO.CO
- orbital gap (Ha) = 0.3761
- E_HOMO (eV) = -10.0

---

Version B
DFT (ωB97M-V/def2-TZVPD) results for a cluster of 11 separate species, C11H44O11 in total.

The geometry in XYZ format:
```
66
C11H44O11 ωB97M-V/def2-TZVPD
C -3.97617 -6.10850 -3.97796
O -3.20517 -4.88857 -3.92919
H -3.26197 -6.93102 -3.93937
H -4.54065 -6.17635 -3.04799
H -4.68272 -6.12696 -4.80775
H -2.77918 -4.74412 -4.77729
C -1.09251 5.82156 1.24474
O 0.16528 5.21573 1.04535
H -1.12786 6.90795 1.32603
H -1.69043 5.58221 0.36537
H -1.55343 5.34850 2.11184
H 0.60400 5.66949 0.32200
C 0.85088 3.33730 7.21092
O 1.21099 4.65360 7.41509
H 1.73866 2.76600 6.93969
H 0.34814 2.95285 8.09835
H 0.21404 3.27787 6.32831
H 0.44802 5.18676 7.18009
C -4.17274 1.35109 -5.72031
O -3.04010 1.38485 -6.56122
H -3.83674 1.42984 -4.68637
H -4.84097 2.20655 -5.81912
H -4.77886 0.44545 -5.74336
H -3.24441 1.80848 -7.39812
C -0.11367 0.04496 -0.37068
O -0.32767 0.63888 0.89725
H -0.64672 -0.89800 -0.49227
H -0.35398 0.64349 -1.24938
H 0.94343 -0.21976 -0.34668
H 0.03704 1.52554 0.84817
C -5.36163 -2.32411 0.73736
O -5.57837 -1.98375 -0.66167
H -4.39560 -1.99715 1.12206
H -6.10771 -1.83242 1.36161
H -5.46998 -3.36303 1.04883
H -4.92082 -2.40112 -1.22295
C 5.58110 2.56406 -2.06400
O 6.64856 1.68740 -1.69407
H 5.12643 2.26214 -3.00751
H 4.75812 2.57597 -1.34939
H 5.90565 3.57912 -2.29291
H 6.33833 0.79848 -1.88165
C 6.09744 0.29973 3.32124
O 5.97804 -0.31178 4.61667
H 5.87620 1.35993 3.19827
H 7.12925 0.16465 2.99685
H 5.47030 -0.19727 2.58111
H 6.21557 -1.24064 4.56764
C -1.21676 -6.88013 1.15271
O -0.01834 -7.61764 1.33710
H -1.97891 -7.63873 0.97449
H -1.55146 -6.32944 2.03181
H -1.21868 -6.11828 0.37317
H -0.24265 -8.29396 1.98044
C 0.68864 -2.64874 5.59629
O -0.44479 -2.10582 5.01360
H 1.13835 -3.43745 4.99313
H 1.39516 -1.82499 5.69818
H 0.41888 -3.02769 6.58205
H -0.09528 -1.59217 4.28175
C 2.01585 4.46213 -6.80832
O 1.23398 4.18625 -5.66030
H 1.58067 5.15634 -7.52720
H 3.03325 4.78927 -6.59388
H 2.19058 3.53305 -7.35090
H 0.48616 3.64197 -5.91745
```

Computed properties:
- SMILES string = CO.CO.CO.CO.CO.CO.CO.CO.CO.CO.CO
- orbital gap (Ha) = 0.3775
- E_HOMO (eV) = -10.1

---

Which one is most stable, and which one is least stable? version A is the most stable of them, while version B is the least stable.

---

Version A
DFT (ωB97M-V/def2-TZVPD) results for a cluster of 2 separate species, C3H8N2O in total.

The geometry in XYZ format:
```
14
C3H8N2O ωB97M-V/def2-TZVPD
H -0.77371 -0.55501 -2.09814
N -1.02793 -0.66774 -1.10139
C -1.50664 0.41624 -0.62017
N -2.03165 1.51177 -1.19556
H -1.70106 0.44778 0.49219
H -1.82072 1.79820 -2.10570
H -2.62016 2.11609 -0.57531
C 2.40026 -0.13653 1.26105
C 1.33769 -0.92947 1.28516
O 1.02896 -1.91479 0.36561
H 3.38668 -0.47276 0.87503
H 2.38254 0.67934 1.90554
H 0.49702 -0.74467 1.88300
H 0.44872 -1.54845 -0.37132
```

Computed properties:
- SMILES string = [H]/N=C\N.C=CO
- orbital gap (Ha) = 0.3518
- E_HOMO (eV) = -8.9

---

Version B
DFT (ωB97M-V/def2-TZVPD) results for the molecule C3H8N2O.

The geometry in XYZ format:
```
14
C3H8N2O ωB97M-V/def2-TZVPD
C -1.91584 -1.10132 -0.01126
N -0.93342 -0.01023 0.12676
C -1.25733 1.41228 -0.04970
C 0.39540 -0.38696 0.01597
N 1.38524 0.44284 0.05814
O 2.61794 -0.13950 -0.02992
H -1.44696 -2.05617 -0.24690
H -2.49016 -1.26609 0.91572
H -2.59736 -0.92643 -0.87494
H -2.31451 1.61106 -0.65564
H -1.40666 2.04941 1.04045
H -0.35440 1.75348 -0.75708
H 0.64580 -1.48528 -0.10598
H 2.52461 -1.13634 -0.10074
```

Computed properties:
- SMILES string = CN(C)/C=N/O
- orbital gap (Ha) = 0.3255
- E_HOMO (eV) = -8.1

---

Version C
DFT (ωB97M-V/def2-TZVPD) results for the molecule C3H8N2O.

The geometry in XYZ format:
```
14
C3H8N2O ωB97M-V/def2-TZVPD
N 2.11977 0.09225 -0.24425
C 0.68291 0.17384 -0.49290
C -0.22333 1.02620 0.35641
O -1.31912 1.64825 -0.22139
C -0.28636 -0.48340 0.48800
N -1.39190 -1.08671 -0.22716
H 2.48063 1.02940 0.19392
H 2.29499 -0.72600 0.43764
H 0.43946 0.07406 -1.56812
H 0.21641 1.56349 1.18307
H -1.73441 0.89956 -0.76841
H 0.12296 -1.09154 1.28711
H -2.23616 -1.21982 0.38189
H -1.16587 -1.89958 -0.80582
```

Computed properties:
- SMILES string = N[C@@H]1C(O)[C@H]1N
- orbital gap (Ha) = 0.3599
- E_HOMO (eV) = -8.8

---

Version D
DFT (ωB97M-V/def2-TZVPD) results for a cluster of 2 separate species, C3H8N2O in total.

The geometry in XYZ format:
```
14
C3H8N2O ωB97M-V/def2-TZVPD
C -0.02944 0.33552 -1.77369
C 0.92526 -1.06771 -0.11488
C -0.33443 -0.16023 1.53484
N -0.16089 -0.78893 -0.78043
N -0.87375 1.04544 1.32389
O 0.31783 -0.46911 -2.75946
H 0.73960 1.07314 -1.42067
H -1.02767 0.82456 -1.83984
H -1.69620 1.10351 0.74002
H -0.26883 1.85197 1.28005
H 1.85880 -0.52201 -0.29738
H 1.00749 -2.03227 0.38813
H -1.00874 -1.00137 1.56460
H 0.55098 -0.19250 2.15482
```

Computed properties:
- orbital gap (spin up / spin down) (Ha) = 0.2571 / 0.2564
- E_HOMO (spin up / spin down) (eV) = -7.5 / -7.5

---

Which one is most stable, and which one is least stable? version C is the most stable of them, while version D is the least stable.

---

Version A
DFT (ωB97M-V/def2-TZVPD) results for a structure of composition C3H8N2O.

The geometry in XYZ format:
```
14
C3H8N2O ωB97M-V/def2-TZVPD
C 0.03024 -0.17076 0.46833
C -0.22819 1.24616 0.70034
N 1.38849 -0.59584 0.31801
C -0.82125 -0.03708 -0.95170
O -0.66161 -1.04690 1.32080
N -0.26979 -0.25898 -2.12497
H -0.07007 -1.20709 2.07084
H 1.42164 -1.50345 -0.13820
H 1.92821 0.05703 -0.23904
H 0.55910 -0.85096 -2.02777
H -1.81983 -0.38231 -0.66076
H -1.04488 1.51083 1.36223
H 0.57042 1.96360 0.54733
H -0.98249 1.27574 -0.64545
```

Computed properties:
- orbital gap (spin up / spin down) (Ha) = 0.3217 / 0.3217
- E_HOMO (spin up / spin down) (eV) = -8.6 / -8.6

---

Version B
DFT (ωB97M-V/def2-TZVPD) results for a cluster of 2 separate species, C3H8N2O in total.

The geometry in XYZ format:
```
14
C3H8N2O ωB97M-V/def2-TZVPD
H 0.99713 -1.82101 2.52916
N 0.88072 -1.20818 1.73263
C 0.07739 -1.70456 0.88253
N -0.25720 -1.23169 -0.35317
H -0.64666 -2.42268 1.27832
H 0.45370 -0.92254 -0.99374
H -1.04710 -1.53152 -0.89407
C -0.79791 1.88920 -0.96248
C 0.07693 1.50374 -0.02523
O 1.44847 1.36482 -0.30631
H -0.71729 1.83152 -2.03219
H -1.81524 2.03132 -0.56458
H -0.11859 1.09353 0.95400
H 1.46565 1.12804 -1.24488
```

Computed properties:
- SMILES string = [H]/N=C/N.C=CO
- orbital gap (Ha) = 0.3499
- E_HOMO (eV) = -8.8

---

Which one is most stable, and which one is least stable? version B is the most stable of them, while version A is the least stable.